# 1
# C2H4N2

A molecular structure, C2H4N2 (ωB97M-V/def2-TZVPD, the Open Molecules 2025 dataset).

```
8
C2H4N2 (ωB97M-V/def2-TZVPD)
H 0.2349 -0.2827 1.7795
H 0.7338 -0.1338 -1.6074
N 0.2240 1.0060 0.0494
C -0.7326 -0.0364 -0.1882
H 1.2068 -0.9433 0.3713
N -0.0153 0.4947 -1.2864
C 0.4025 -0.2953 0.7096
H -2.0541 0.1908 0.1723
```

Calculated values
energy relative to the best compared isomer or geometry (same formula, charge and spin) = 103.7 kcal/mol
HOMO = -10.2001 eV
electronic energy = -5114.4639 eV
LUMO energy = 1.2 eV
spin multiplicity = 1

***

# 2
# C51H50Br3N5O7Ta

A molecular structure, C51H50Br3N5O7Ta (ωB97M-V/def2-TZVPD, the Open Molecules 2025 dataset).

```
117
C51H50Br3N5O7Ta (ωB97M-V/def2-TZVPD)
C 1.6907 2.6019 0.1588
H 4.5646 1.8349 -0.0119
C 3.5624 0.0539 -1.8291
C -2.4180 -0.4575 2.0025
C 2.6457 4.8280 0.3589
H -4.5162 3.8657 -3.7686
H 1.1290 1.7145 4.9288
C 0.5345 -3.0254 -1.6202
H -0.4803 -5.8875 1.2956
C -2.5576 -2.7581 -3.2412
C -3.0390 -4.5685 3.0629
H -2.5346 -6.5763 2.4922
O 3.3774 -0.8001 -2.6936
C -2.3013 -1.5231 -2.6685
O 2.9850 0.0289 -0.6649
C -3.0376 -3.8031 -2.4589
C -4.7359 1.9670 -2.7910
H -0.3824 -3.0853 -1.0335
H -3.6806 -4.3755 -0.4927
C 2.1913 3.9373 -1.8397
H 1.4008 -0.1440 -4.2079
C -0.7619 -3.8003 1.7082
H 0.4692 -2.1679 6.5970
H 0.0382 -1.2397 -2.4699
H 2.5233 4.9083 -3.7421
C -2.4826 -1.3059 -1.2998
H -1.0881 2.4269 -1.6424
H 3.2285 -0.1470 1.5449
C 4.8451 2.0647 -1.0328
H -4.5649 2.9662 1.8242
C -1.1347 -1.3518 2.2433
C -2.6965 0.3245 0.6739
H 1.6200 3.0077 -5.0409
H 1.9528 0.0189 2.5519
C -0.4388 -0.9645 3.5583
C -4.1164 0.9923 -2.0248
H 1.6909 -1.4724 -2.4069
H 2.9427 -2.0078 -0.6575
H 3.0169 5.6112 1.0037
N 0.7997 -1.5908 -1.9009
C 0.3665 -1.4608 5.7845
C -1.1074 -5.1429 1.7712
Ta 0.9374 -0.3117 -0.0550
H 0.3779 -3.5701 -2.5505
N 2.2648 -2.4508 -0.0457
C 1.7104 -3.5713 -0.8312
C 5.8825 3.4977 -2.4639
Br 3.3665 6.5589 -1.7368
C 0.0907 0.3194 3.6872
H -0.0087 1.0210 2.8696
H -3.7841 0.2488 0.5413
O 1.2456 1.4749 0.7074
C -2.7939 1.1443 -1.6194
C -1.5499 -2.8253 2.3004
C 5.5381 2.7159 -3.5611
H 1.3858 0.1226 6.8100
C 1.2398 1.7947 -3.3002
C -2.2561 -5.5323 2.4419
H -2.4120 -2.8964 -4.3053
H 3.2341 -1.9653 3.1602
H 1.5643 -2.2778 2.6952
H -2.1705 2.8945 4.0752
H -3.2974 -2.5030 3.5225
C 0.6892 0.6798 -4.1345
H 4.5357 0.9150 -4.1939
H -2.4132 3.9002 2.6385
C 1.6755 2.9671 -3.9618
O -0.7396 0.3017 -0.7731
C -3.0035 -2.3452 -0.5440
C -2.0395 2.9408 2.9947
C 2.5282 -1.9350 2.3279
C 2.1649 4.0153 -3.2489
H 4.0745 -2.6518 1.0148
N 2.3440 -0.5686 1.8185
C 2.6651 4.9712 -0.9950
C -4.3174 2.0771 2.4034
C -2.6865 -3.2284 2.9986
H -4.6121 2.2371 3.4398
C 4.4547 1.2245 -2.0706
C 1.7228 2.7408 -1.2566
H -3.2683 -1.1226 2.1504
C -0.2924 -1.8480 4.6211
O -2.5180 0.5684 2.9744
Br 6.0118 3.2764 -5.2958
C -4.0358 3.1065 -3.1659
C 2.1495 3.6425 0.9271
C -3.2765 -3.5857 -1.1132
H -3.9262 -4.8602 3.6093
C -2.8177 1.8212 2.3424
H -0.9802 2.8739 2.7546
C -2.1322 0.0731 -0.7361
N 5.5540 3.1718 -1.2185
H 2.8679 -3.8618 1.4223
H 1.3838 -4.3746 -0.1735
H -5.7642 1.8341 -3.1004
C 0.7432 0.7074 4.8441
O -0.1929 -1.2140 1.1748
O -2.3578 1.6472 1.0223
Br 2.1725 3.4652 2.8015
C 4.8269 1.5495 -3.3677
H -4.8919 1.2339 2.0208
H -0.2417 0.3215 -3.7014
H 6.4381 4.4177 -2.6020
C -2.7203 3.2645 -2.7586
H 0.4723 1.0322 -5.1406
H -4.6695 0.0994 -1.7541
H -3.2512 -4.7655 -2.9050
C 0.8827 -0.1838 5.9025
H -2.0062 -0.6946 -3.3022
C -2.1033 2.2904 -1.9838
N 1.2944 1.6708 -1.9887
H 0.1311 -3.4868 1.1941
C 3.0071 -2.8070 1.1859
H -3.2257 -2.2140 0.5016
H 2.4827 -3.9785 -1.4881
H -2.1698 4.1552 -3.0348
H -0.6843 -2.8528 4.5608
```

Calculated values
energy relative to the best compared isomer or geometry (same formula, charge and spin) = 0.6 kcal/mol
HOMO = -10.5119 eV
electronic energy = -287163.1976 eV
total charge = +1
LUMO energy = -2.6 eV
spin multiplicity = 1

***

# 3
# C2H3N5O

C2H3N5O in the gas phase (ωB97M-V/def2-TZVPD, the Open Molecules 2025 dataset).

```
11
C2H3N5O (ωB97M-V/def2-TZVPD)
C 0.5000 -0.7771 -0.4735
H 1.7675 1.7204 0.9069
O 1.9408 0.8370 0.3356
N -0.7979 -1.1169 -0.4473
N -1.7716 -0.4424 0.0166
H 0.7403 -2.3668 -1.1604
H -2.4138 1.2142 1.0529
N 0.6450 0.5040 -0.0045
C -1.6020 0.6926 0.3907
N 1.3348 -1.5264 -0.9744
N -0.3432 1.2615 0.3572
```

Calculated values
energy relative to the best compared isomer or geometry (same formula, charge and spin) = 146.7 kcal/mol
HOMO = -8.8691 eV
electronic energy = -11614.4672 eV
LUMO energy = -1.4 eV
spin multiplicity = 1

***

# 4
# C11H25CaNO7

A molecular structure, C11H25CaNO7 (ωB97M-V/def2-TZVPD, the Open Molecules 2025 dataset).

```
45
C11H25CaNO7 (ωB97M-V/def2-TZVPD)
H 2.3514 -2.7556 4.1672
C -0.3804 -0.1884 -3.7679
H -1.0104 -1.2959 2.1349
Ca 0.0472 0.9649 -0.1434
O -0.0269 -0.3782 -2.3798
H 2.2498 -0.9371 -1.1249
H 0.2394 2.6161 3.8475
H 1.9166 -2.6697 -0.9567
H -4.8592 0.4695 0.1133
O 0.0013 1.3870 2.2759
C -0.0565 -2.4333 0.7652
C 1.4615 -1.6804 -1.0060
H -4.7256 2.1632 0.2449
H -4.6579 1.2730 -1.2803
H -1.4272 2.3437 3.5708
H 1.1771 -3.7364 3.6791
H -0.9350 -2.6184 0.1470
H 3.6014 3.4845 -2.2545
O -1.9863 2.1493 0.2543
H -0.7408 0.8320 -3.8982
C -0.3347 -2.1463 2.2266
H 0.8966 -2.2132 -3.0073
C 1.7286 -2.8842 3.2819
N 0.8768 -1.3196 0.2572
H 1.6194 -1.2302 0.9360
C 0.4340 -1.7632 -2.1289
H -0.5810 3.2651 2.3262
C 1.6262 2.5646 -1.6214
C -2.7194 1.2436 -0.1403
C -4.2741 1.3097 -0.2607
H -1.1116 -0.9113 -4.1297
H 2.3298 3.4542 -3.3617
O 2.1293 1.6219 -1.0304
H 0.0089 0.6140 2.8450
O -2.1588 0.1610 -0.3365
H -0.8988 -2.9637 2.6760
O 0.3992 2.7536 -1.7436
O 0.7355 -1.8915 3.1078
H 2.3184 4.5732 -1.9982
H 0.4234 -3.4026 0.9005
H 0.4323 -0.3772 -4.4693
C 2.5135 3.5415 -2.2908
H -0.4425 -2.3443 -1.8422
C -0.4789 2.4515 3.0444
H 2.2885 -3.0966 2.3712
```

Calculated values
energy relative to the best compared isomer or geometry (same formula, charge and spin) = 0.0 kcal/mol
HOMO = -8.6443 eV
electronic energy = -46076.1286 eV
LUMO energy = 0.4 eV
spin multiplicity = 1

***

# 5
# ClN2O2

2 unconnected molecules or ions with the total composition ClN2O2 (ωB97M-V/def2-TZVPD, the Open Molecules 2025 dataset).

```
5
ClN2O2 (ωB97M-V/def2-TZVPD)
O -0.6177 -1.0038 -0.5913
Cl 2.4585 -0.4118 0.3376
N 2.2082 1.0000 -0.3585
N -0.8837 -0.0916 0.1935
O -2.0264 0.1261 0.6123
```

Calculated values
⟨S²⟩ = 2.01
energy relative to the best compared isomer or geometry (same formula, charge and spin) = 0.0 kcal/mol
HOMO (spin up / spin down) = -2.4568 / -2.4215 eV
electronic energy = -19592.8902 eV
total charge = -1
LUMO energy (spin up / spin down) = 3.8 / 3.2 eV
spin multiplicity = 3

***

# 6
# C34H37BClNO3S

A molecular structure, C34H37BClNO3S (ωB97M-V/def2-TZVPD, the Open Molecules 2025 dataset).

```
78
C34H37BClNO3S (ωB97M-V/def2-TZVPD)
H -1.6659 4.5327 0.2658
H 4.5209 3.6916 -0.7381
C -6.3680 -0.5416 0.4287
C -5.5783 -3.7500 -1.2543
C -0.7800 2.1531 0.7661
H -1.0473 -2.2129 1.9139
C 3.5384 1.9754 -2.6833
C 4.0635 0.8232 -0.3824
C -3.6074 -0.2029 -0.1970
H -4.3323 0.3732 -0.7853
H 5.5006 -0.8122 -0.5288
H 0.9729 5.0770 2.9945
C 1.0765 1.7483 2.0706
C 2.5323 3.6287 3.5958
H 3.1305 3.4898 0.3788
H 3.1599 4.3463 4.1333
C 2.9193 2.2780 3.5395
H 3.0999 -3.4845 -1.7983
C 1.1050 -3.3164 -1.1668
C 0.6464 3.0894 2.2425
H -1.7039 2.0971 0.1918
B 1.8338 0.6235 -0.1587
C -0.7268 -2.2392 -2.1740
C -2.2527 -0.1153 -0.4711
H -3.5052 -2.4706 2.3494
O -5.3553 -1.4532 0.9316
H -6.4017 -0.5877 -0.6763
H -7.3034 -0.9159 0.8541
H 2.5152 -4.8336 -0.7238
H 5.2438 0.4397 1.3468
H 4.4668 2.0453 1.3925
H -3.2209 -2.0924 -3.0465
C -4.7555 -4.4986 -0.4029
H -1.9107 0.4521 -1.3446
H -5.2138 -5.1481 0.3383
H 4.5622 2.3306 -2.8549
C -1.2035 4.5364 1.2615
H 2.8375 2.6650 -3.1645
H 5.6919 0.4331 -1.7669
H 0.7390 -0.9858 1.0051
H 3.4070 0.9812 -3.1267
O 1.8759 1.6459 -1.0484
C -3.1084 -1.7912 1.5978
H -5.6843 -2.3969 -2.9373
H 5.8896 1.7563 0.3282
Cl -7.2794 -3.7822 -1.0312
C -4.0447 -1.1001 0.7984
C -2.8168 -3.4307 -1.3764
C -5.0266 -2.9464 -2.2513
H 1.3854 -1.7809 -2.6886
C 3.4693 3.3833 -0.6614
O 2.9734 0.0398 0.2528
C -3.6582 -2.7749 -2.3131
N -0.4533 3.2988 1.4028
C -3.3819 -4.3548 -0.4700
C 0.1852 1.1506 1.0389
C 2.1921 1.3295 2.7915
C 0.6885 -2.3525 -2.0835
C 2.4969 -3.7482 -0.9057
H 3.8014 1.9364 4.0868
C 4.9616 1.3120 0.7409
H -1.2233 -1.5651 -2.8482
H 2.4752 0.2781 2.8125
S -0.2429 -4.0857 -0.4260
C 4.9279 -0.1491 -1.2097
C 0.0959 -0.2502 0.4926
C -1.4071 -3.0997 -1.3223
C -1.2990 -0.6907 0.3852
H -6.1769 0.4952 0.7737
H 2.9296 -3.2562 -0.0278
C -1.7688 -1.6262 1.3433
C 1.3445 4.0493 2.9720
H -0.5381 5.3937 1.3706
H 4.3676 -0.8084 -1.8992
H -2.0172 4.6068 1.9950
H 2.8929 4.0746 -1.2889
C 3.2862 1.9695 -1.1955
H -2.7427 -4.8795 0.2459
```

Calculated values
energy relative to the best compared isomer or geometry (same formula, charge and spin) = 43.3 kcal/mol
HOMO = -6.3507 eV
electronic energy = -67524.8888 eV
LUMO energy = 0.5 eV
spin multiplicity = 1

***

# 7
# C29H41Cl5P2Tl

A molecular structure, C29H41Cl5P2Tl (ωB97M-V/def2-TZVPD, the Open Molecules 2025 dataset).

```
78
C29H41Cl5P2Tl (ωB97M-V/def2-TZVPD)
C -1.1399 7.6671 0.2374
H -3.6880 7.0510 -3.1050
C 1.4281 0.8293 2.8999
C -1.7794 2.3608 -0.9193
C -3.2286 6.4216 0.9990
C -0.9690 6.9912 -1.0979
H 1.9335 1.7293 2.5376
H -2.5086 8.2669 1.7771
P -1.9969 1.0321 0.3603
Cl -2.7949 0.2626 -3.1200
C -4.1866 5.9279 -1.3462
H -5.2544 6.1757 -1.4526
H -3.1194 6.0019 1.9994
H 0.2776 -4.1935 0.5984
H 3.4321 0.5824 -0.7640
C -3.6162 0.2275 0.0335
C -2.0050 -2.9239 -5.0349
C -2.3465 1.9478 1.9201
H 1.7138 2.4693 -2.6695
H 2.8065 -2.9592 -1.1216
H -4.2734 4.7178 0.4697
H -1.2517 -3.2970 0.6217
H 0.1775 3.2758 -3.0938
C 2.2254 -2.0524 -1.3387
Cl 0.7460 -4.3804 -2.6543
C 3.2833 0.4987 0.3159
H -0.9966 -0.6177 3.4135
C -1.9364 -1.1622 -3.3553
H -4.0550 4.9782 -1.8835
H -2.7458 1.2514 2.6638
C -3.3509 7.0117 -2.0625
H 0.0568 6.6805 -1.3000
H -2.1909 1.9857 -1.8623
C -2.4672 -1.7410 -4.5467
H 0.4742 1.1365 3.3388
C 0.7651 3.5214 -0.0640
C 0.6235 2.3701 -2.6688
H 1.4368 -2.3109 -2.0520
C -2.5738 7.7679 0.8030
H 1.8413 3.5684 -0.2566
Tl 0.0000 0.0000 0.0000
C 2.0809 -0.3364 0.6383
H 4.1896 0.0518 0.7465
C -0.8608 -1.6973 -2.5051
H -3.4993 -0.3900 -0.8606
H -0.3222 -2.2401 3.6041
H -0.2955 -3.3607 -0.8644
H -4.4162 0.9620 -0.1086
H 2.8917 -1.3330 -1.8229
P 0.0549 2.0693 -0.9476
H 2.0433 0.4041 3.7060
C -3.8862 5.6710 0.1074
H 0.3047 4.4577 -0.3982
C 1.6334 -1.4818 -0.0877
C -1.0209 -3.5808 -4.3564
H 3.1879 1.5077 0.7269
H -3.1802 8.4195 0.1715
H -0.5187 7.1247 0.9639
Cl -2.6933 -3.6109 -6.5277
C 0.2692 -1.2520 1.7920
H 0.3491 1.4934 -3.2610
C -0.7318 -1.5306 2.8725
Cl -0.5301 -5.1407 -5.1011
C 0.5009 -2.0543 0.6337
H -2.1556 3.3682 -0.7109
Cl -3.7794 -0.9829 -5.5142
H -1.6490 -1.9635 2.4639
H -1.4189 2.3719 2.3125
C -0.4448 -3.0589 -3.1514
H -1.5002 6.1939 -2.9307
C -1.8694 6.7210 -2.0506
C 1.2217 -0.1596 1.7921
H -3.8669 -0.4207 0.8796
H 0.6154 3.4054 1.0123
C -0.2322 -3.2943 0.2263
H -3.0754 2.7496 1.7589
H -3.5693 7.9935 -1.6386
H -0.7078 8.6788 0.1845
```

Calculated values
energy relative to the best compared isomer or geometry (same formula, charge and spin) = 62.3 kcal/mol
HOMO = -10.6531 eV
electronic energy = -116605.9402 eV
total charge = +1
LUMO energy = -3.3 eV
spin multiplicity = 1

***

# 8
# C33H88BeN7O9

A molecular structure, C33H88BeN7O9 (ωB97M-V/def2-TZVPD, the Open Molecules 2025 dataset).

```
138
C33H88BeN7O9 (ωB97M-V/def2-TZVPD)
H -1.7523 2.3118 5.5099
H -5.2028 -5.3515 -0.4369
Be 3.1759 0.4044 1.2685
H 5.6424 -4.8129 -2.5545
H -2.8435 0.3267 3.0592
H -3.7987 1.9149 -1.9856
H -3.3802 1.8053 4.9006
H 0.7026 4.1345 3.8275
C 3.5150 6.0707 -0.2159
H -4.1213 -0.5223 -1.8510
H -2.0374 0.7950 1.7404
H -2.3826 6.1185 -2.9909
H -3.9782 6.0846 -1.0723
H 3.5394 -2.0625 -0.6344
H -3.2087 2.6058 -3.4985
H 0.5312 -0.9424 1.5329
H 4.4981 2.8323 -0.2912
H 4.3815 5.9700 0.4408
H 6.4016 -0.8469 -0.8939
C -8.5975 -8.1232 -0.3511
H 4.2064 -5.3030 -3.0814
H 1.8283 -3.3754 2.2735
H 5.7268 -1.6521 2.5894
C 0.5336 0.3476 -1.0204
H -6.8333 -6.6330 -1.8678
O -8.1904 -6.7726 -0.3932
C 1.4148 4.5775 3.1312
C 0.6402 -1.9118 4.2042
H 3.5332 4.2683 1.6073
H 0.5023 0.4339 -2.1200
N -6.9627 -4.1641 -0.7685
O -4.0964 3.9369 -2.2406
C -3.1517 4.1357 -1.1913
H 3.1553 -2.8554 3.2198
H -6.1620 -7.4607 -0.4405
H -1.0139 5.8833 -1.8732
H -0.4119 -1.3224 0.1674
H 4.8310 -3.2301 -6.2929
H 1.1949 -2.3580 5.0323
H 4.9780 -4.9859 -5.9970
H -2.4725 3.6260 1.8440
H 4.5638 -2.5292 -2.5401
H -5.0652 -2.5765 -1.0961
C -6.8283 -6.6561 -0.7690
C 5.9345 1.8243 -1.9938
H -0.8172 -1.2392 -1.5925
H -3.4370 3.6725 3.2181
H -3.0890 -1.6877 -2.8072
H 2.1559 -0.7947 -3.8739
C -0.4851 1.3603 -0.4761
H 5.2982 2.6112 -2.3947
C 2.6569 4.2376 0.9388
H 7.0752 0.4392 0.0839
H 2.3236 2.3477 2.9160
H -7.9453 -4.2522 -0.5687
H -8.6059 -8.6010 -1.3351
H -3.9793 -0.4720 -3.6322
C -1.9592 2.0784 3.3331
H 6.0248 -3.4161 -4.3343
C -4.0302 -1.1269 -2.7572
C 5.0030 -3.7762 -4.1995
H -3.3668 5.5486 0.9883
H -3.6364 3.7290 -0.2932
O 2.3699 5.5233 0.4507
O 3.1956 -2.0167 1.4590
H -3.3608 -0.1778 6.4718
H -0.0177 -2.6723 3.7781
H 3.4838 0.4156 -3.8412
O 4.0196 -1.6201 -4.2881
H 4.3441 0.5245 -1.3415
C -2.2940 1.7064 4.7812
H 0.5517 3.9766 1.2874
H 3.2617 -0.7478 -2.5956
O 5.3792 -0.5354 0.8638
H -0.0376 -1.1374 4.5650
H 6.8582 2.2276 -1.5673
N -2.6407 5.9885 0.4185
H -3.0303 6.9301 0.4714
H -4.3465 -3.6732 -2.3325
H 0.9647 5.5487 2.8926
H 0.0184 2.3233 -0.3754
H -9.6640 -8.0903 -0.1038
C 3.1902 -2.6595 0.1977
H -6.4901 -5.3363 0.8377
H 3.1178 -3.1995 -3.2017
N -2.6901 1.1204 2.4433
C -2.3008 -0.1261 6.2304
O 1.8229 0.4647 -0.5610
H -1.8197 0.5088 6.9908
H 0.7792 1.9900 2.4773
C -4.0378 2.6276 -2.7832
H -1.6688 -1.0043 6.3776
C 1.4889 3.7985 1.8162
N 4.7807 1.9478 0.1135
C -0.0478 -1.0870 -0.8309
H 7.0955 -0.7588 2.0389
O -5.1649 -1.9154 -3.0168
C -5.1844 -3.0104 -2.0969
N 5.1224 -5.0038 -3.4045
H -7.3161 -2.8969 -2.1710
H 6.2781 1.2524 -2.8597
H -1.9335 7.3408 -1.7805
H 2.3489 -0.7089 3.7586
C -2.4055 3.4607 2.9224
H 3.4552 -4.1071 -5.7093
N 1.0285 -0.4318 2.2526
C 5.2302 1.0004 -0.9142
H 3.5939 -3.6759 0.2595
H -6.7837 -4.3389 -2.9059
C 4.5451 -4.0534 -5.6411
C -6.2744 -5.3301 -0.2344
C 3.2238 -0.6302 -3.6908
H -1.7732 4.3066 3.2112
O -2.0295 0.3068 4.9086
C -2.9851 5.6288 -0.9928
H 3.2420 7.1212 -0.2955
H 0.3125 0.1268 2.7085
H 5.6373 2.1729 0.6200
C 1.6517 -1.3467 3.1993
H 6.5819 -2.2175 1.1552
C 6.2339 -1.3282 1.6824
H -8.1355 -8.6867 0.4611
C 6.1314 -0.0068 -0.2497
H -0.7746 1.0902 0.5437
C -2.0316 6.2697 -1.9706
H 3.6987 5.6783 -1.2177
H -1.4086 1.3455 -1.0533
C 4.0895 -2.7857 -3.5046
H 2.3666 4.8580 3.5855
H 0.7481 -1.7781 -1.1165
H -5.0106 2.4037 -3.2100
H 2.7793 3.5373 0.1084
N 1.6514 2.3774 2.1541
H 2.1352 -2.9009 0.0089
C -6.5434 -3.6688 -2.0693
H -2.2445 3.5947 -1.4744
C 2.3778 -2.4716 2.5498
H -0.8653 2.0231 3.2482
```

Calculated values
HOMO = -9.6388 eV
electronic energy = -64893.7791 eV
total charge = +1
LUMO energy = -4.1 eV
spin multiplicity = 1